48
Properties=species:S:1:pos:R:3:mulliken_charge:R:1 method="wB97M-V/def2-TZVPD" smiles=CCCC[NH2+]CC#CCOc1cc(C)ccc1C(C)C lumo_ev=-2.89 charge=+1 relative_energy_kj_mol=19.4 e_homo_ev=-10.7 largest_force_ha_per_bohr=0.0170
C 4.543 -1.097 2.386 -1.34
H 4.673 -0.136 1.889 0.37
C 5.325 -2.204 1.678 -0.29
H 6.381 -2.081 1.917 0.35
H 5.020 -3.174 2.073 0.29
C 5.207 -2.213 0.151 -0.57
C 3.822 -2.579 -0.372 -0.66
N 2.855 -1.456 -0.210 0.05
H 1.891 -1.805 -0.243 0.40
H 3.010 -1.050 0.729 0.04
C 2.973 -0.366 -1.224 -0.42
C 2.030 0.684 -0.896 -0.38
C 1.259 1.556 -0.603 0.13
C 0.224 2.486 -0.183 -0.68
H -0.149 3.045 -1.053 0.39
O -0.811 1.823 0.500 -0.43
C -1.723 1.074 -0.220 0.79
C -1.567 0.772 -1.565 -0.33
C -2.514 0.012 -2.240 0.32
C -3.618 -0.450 -1.539 -1.22
C -3.768 -0.154 -0.198 -0.23
C -2.835 0.607 0.490 0.46
C -3.019 0.939 1.952 0.32
C -3.087 -0.333 2.799 -1.45
H -3.158 -0.075 3.853 0.43
H -3.956 -0.930 2.536 0.30
H -2.196 -0.941 2.652 0.36
H -2.154 1.523 2.277 0.34
C -4.275 1.789 2.153 -1.43
H -4.370 2.073 3.198 0.42
H -4.221 2.694 1.552 0.37
H -5.166 1.239 1.864 0.31
H -4.637 -0.519 0.326 0.34
H -4.365 -1.040 -2.048 0.41
C -2.356 -0.288 -3.699 -1.50
H -3.095 0.269 -4.274 0.31
H -1.367 -0.012 -4.057 0.34
H -2.521 -1.346 -3.894 0.38
H -0.707 1.127 -2.114 0.31
H 0.644 3.194 0.540 0.42
H 3.993 0.027 -1.216 0.36
H 2.759 -0.778 -2.214 0.46
H 3.443 -3.441 0.180 0.41
H 3.865 -2.841 -1.431 0.35
H 5.904 -2.957 -0.236 0.36
H 5.524 -1.248 -0.247 0.27
H 3.483 -1.333 2.494 0.44
H 4.924 -0.983 3.398 0.37


54
Properties=species:S:1:pos:R:3:mulliken_charge:R:1 method="wB97M-V/def2-TZVPD" lumo_ev=-9.31 charge=+3 relative_energy_kj_mol=28.8 e_homo_ev=-17.1 largest_force_ha_per_bohr=0.0189
Y 0.734 0.938 1.178 1.19
N -0.693 0.515 3.108 -0.59
C -0.903 -0.969 3.326 -0.20
C 0.415 -1.724 3.519 -0.62
C 1.074 -2.243 2.247 -0.40
N 1.889 -1.185 1.537 -0.49
H -0.285 0.899 3.962 0.32
H -1.610 0.958 3.059 0.33
H -1.454 -1.352 2.465 -0.06
H -1.534 -1.107 4.200 0.52
H 0.218 -2.581 4.162 0.38
H 1.125 -1.109 4.088 0.30
H 0.323 -2.599 1.544 0.13
H 1.725 -3.082 2.475 0.50
H 2.264 -1.602 0.686 0.31
H 2.715 -1.001 2.107 0.35
O -0.439 0.192 -0.496 -0.51
S -0.800 -1.288 -0.941 0.55
C -0.990 -1.220 -2.674 0.66
C -0.558 -2.348 -3.361 -0.28
C -0.766 -2.397 -4.733 -0.73
C -1.371 -1.328 -5.378 -0.48
C -1.778 -0.200 -4.668 -0.73
C -1.598 -0.136 -3.299 -0.44
C -2.412 -1.542 -0.301 1.01
C -3.373 -0.534 -0.317 -0.30
C -4.640 -0.837 0.154 -0.76
C -4.930 -2.123 0.610 -0.53
C -3.958 -3.114 0.611 -0.72
C -2.676 -2.827 0.158 -0.37
H -0.076 -3.173 -2.846 0.42
H -0.447 -3.265 -5.294 0.43
H -1.527 -1.368 -6.448 0.43
H -2.242 0.629 -5.186 0.43
H -1.919 0.736 -2.741 0.25
H -3.149 0.456 -0.698 0.32
H -5.410 -0.076 0.149 0.45
H -5.929 -2.353 0.960 0.45
H -4.195 -4.111 0.960 0.46
H -1.912 -3.599 0.142 0.38
C 2.115 4.633 -0.293 -0.99
As 3.472 3.556 0.514 0.61
C 4.132 2.334 -0.797 -1.00
C 4.893 4.659 1.128 -0.96
S 2.647 2.451 2.201 -0.45
H 2.575 5.261 -1.055 0.42
H 1.660 5.254 0.473 0.37
H 1.367 4.003 -0.769 0.35
H 4.639 2.898 -1.580 0.43
H 3.310 1.782 -1.247 0.35
H 4.834 1.658 -0.318 0.37
H 5.292 5.206 0.275 0.41
H 5.658 4.024 1.567 0.38
H 4.501 5.347 1.872 0.38


58
Properties=species:S:1:pos:R:3:mulliken_charge:R:1 method="wB97M-V/def2-TZVPD" smiles="CCCCC1=C(B(O)N(C)C)C(=O)C(OCC)=C(Br)C1=O.ClCCCl.ClCCCl" lumo_ev=-1.07 relative_energy_kj_mol=0.0 e_homo_ev=-8.9 largest_force_ha_per_bohr=0.0113
C 6.414 0.336 -0.911 -1.28
C 5.585 1.615 -0.809 -0.43
C 4.455 1.701 -1.852 -1.07
C 3.059 2.081 -1.303 -0.80
C 2.033 0.986 -1.387 0.42
C 0.776 1.141 -1.824 0.18
B 0.162 2.541 -2.265 0.81
O 0.451 2.935 -3.533 -0.60
N -0.651 3.429 -1.414 -0.08
C -1.939 2.862 -1.003 -1.00
C 0.095 3.872 -0.226 -1.06
C -0.112 -0.044 -1.929 0.74
O -1.299 0.086 -2.115 -0.64
C 0.494 -1.420 -1.852 0.14
O -0.226 -2.460 -2.287 -0.53
C -1.431 -2.800 -1.556 -0.41
C -1.219 -2.802 -0.059 -0.11
C 1.733 -1.549 -1.374 -0.26
Br 2.569 -3.204 -1.205 -0.08
C 2.477 -0.360 -0.886 0.38
O 3.369 -0.446 -0.085 -0.56
H 7.116 0.252 -0.077 0.36
H 6.995 0.324 -1.839 0.34
H 5.774 -0.550 -0.898 0.28
H 5.183 1.727 0.203 0.32
H 6.261 2.465 -0.959 0.41
H 4.396 0.760 -2.410 0.47
H 4.715 2.463 -2.593 0.46
H 2.686 2.953 -1.846 0.15
H 3.161 2.373 -0.250 0.46
H 0.043 3.801 -3.686 0.35
H -1.833 1.950 -0.397 0.28
H -2.469 3.604 -0.398 0.33
H -2.541 2.608 -1.877 0.30
H -0.149 3.270 0.660 0.28
H -0.133 4.920 -0.005 0.34
H 1.173 3.805 -0.385 0.34
H -1.685 -3.801 -1.910 0.39
H -2.237 -2.124 -1.843 0.25
H -0.969 -1.806 0.317 0.12
H -0.436 -3.505 0.234 0.27
H -2.152 -3.094 0.430 -0.20
Cl -5.632 -2.291 3.923 -0.18
C -6.039 -1.708 2.289 -0.31
C -6.178 -2.826 1.287 -0.48
Cl -4.626 -3.618 0.907 -0.18
H -5.271 -0.998 1.995 0.16
H -6.994 -1.191 2.370 0.34
H -6.559 -2.421 0.351 0.29
H -6.859 -3.594 1.645 0.34
Cl -2.550 -0.562 2.819 -0.12
C -1.908 -0.939 4.442 -0.45
C -0.848 -2.010 4.408 -0.46
Cl -1.526 -3.602 3.987 -0.17
H -2.750 -1.241 5.060 0.28
H -1.486 -0.015 4.834 0.31
H -0.404 -2.106 5.398 0.35
H -0.066 -1.776 3.689 0.27


58
Properties=species:S:1:pos:R:3:mulliken_charge:R:1 method="wB97M-V/def2-TZVPD" s_squared=6.0208 lumo_ev="0.53 / -2.43" relative_energy_kj_mol=0.0 e_homo_ev="-8.3 / -8.3" spin_multiplicity=5 largest_force_ha_per_bohr=0.0086
Pd 0.459 -0.216 0.313 0.09
C -0.968 0.533 3.335 -1.76
C -2.162 0.128 2.492 1.34
C -2.986 1.344 2.100 -1.43
C -3.007 -0.911 3.216 -1.46
O -1.623 -0.490 1.275 0.48
Si -2.379 -1.310 0.020 0.68
S -0.741 -1.403 -1.309 -0.55
O -3.597 -0.378 -0.494 -0.08
C -4.751 -0.684 -1.303 1.73
C -4.333 -1.566 -2.472 -1.45
C -5.266 0.659 -1.797 -1.77
C -5.793 -1.375 -0.433 -1.40
O -3.002 -2.725 0.508 0.30
C -2.441 -4.041 0.718 1.62
C -1.090 -3.939 1.413 -1.39
C -2.313 -4.729 -0.633 -1.61
C -3.445 -4.766 1.601 -1.71
H -1.320 0.942 4.282 0.45
H -0.364 1.289 2.833 0.30
H -0.340 -0.334 3.550 0.37
H -3.283 1.882 3.002 0.45
H -3.879 1.059 1.547 0.21
H -2.392 2.015 1.478 0.29
H -3.389 -0.481 4.143 0.54
H -2.408 -1.788 3.463 0.27
H -3.855 -1.228 2.607 0.19
H -3.550 -1.079 -3.054 0.34
H -5.187 -1.756 -3.125 0.50
H -3.959 -2.529 -2.118 0.11
H -4.495 1.167 -2.377 0.39
H -5.536 1.292 -0.951 0.36
H -6.147 0.521 -2.426 0.42
H -5.437 -2.349 -0.100 0.06
H -6.719 -1.508 -0.995 0.52
H -6.008 -0.765 0.446 0.31
H -0.355 -3.431 0.788 0.23
H -0.716 -4.938 1.638 0.57
H -1.182 -3.390 2.352 0.19
H -1.594 -4.207 -1.267 0.28
H -3.280 -4.751 -1.138 0.32
H -1.970 -5.757 -0.501 0.49
H -3.549 -4.250 2.556 0.36
H -3.116 -5.788 1.791 0.42
H -4.421 -4.797 1.116 0.37
Cl 6.088 4.196 -0.539 -0.22
C 4.573 3.444 -0.144 0.47
C 4.218 2.261 -0.759 -0.97
C 3.008 1.685 -0.418 0.54
Cl 2.539 0.199 -1.216 -0.12
C 2.115 2.223 0.514 0.06
O 0.976 1.674 0.853 -0.62
C 2.532 3.436 1.101 0.49
Cl 1.488 4.169 2.268 -0.20
C 3.733 4.037 0.787 -0.79
H 4.866 1.795 -1.487 0.44
H 4.014 4.963 1.268 0.43
O 1.279 -1.489 1.467 -0.44